Record 1
# C3H6OS

C3H6OS as an isolated structure in a non-equilibrium geometry (ωB97M-V/def2-TZVPD, the Open Molecules 2025 dataset).

Structure (XYZ):
```
11
Properties=species:S:1:pos:R:3:lowdin_charge:R:1
C 0.4180 -0.4586 0.9627 -0.112
C 0.8592 -0.4265 -0.4556 -0.083
C -0.2434 0.4975 0.0615 -0.486
O -0.0952 1.8303 -0.1234 0.012
S -2.6129 0.0862 -0.1373 0.417
H -0.3196 -1.1427 1.2640 0.080
H 1.2027 -0.1591 1.6521 0.118
H 1.6270 0.2392 -0.6666 0.082
H 0.8316 -1.2435 -1.1351 0.099
H 0.4521 1.9293 -0.8893 0.096
H -2.1195 -1.1522 -0.5330 -0.222
```

For the HOMO-LUMO gap, the calculation gives 8.70 eV. As for the energy above the lowest of the compared OMol25 structures with the same formula, charge and spin: 3.4614 eV. The value obtained for the calculated total energy is -16087.529 eV. The value obtained for the HOMO energy is -8.83 eV.

Record 2
# C3H6OS

An isolated molecule of C3H6OS in a non-equilibrium geometry (ωB97M-V/def2-TZVPD, the Open Molecules 2025 dataset).

Structure (XYZ):
```
11
Properties=species:S:1:pos:R:3:lowdin_charge:R:1
O -2.1751 -0.2365 -0.1958 -0.150
C -0.7823 -0.7627 0.0427 -0.301
C 0.4258 -0.0482 0.5731 -0.607
C 1.3752 0.8704 -0.1816 -0.478
S 1.8919 -0.8336 -0.1762 0.852
H -2.1488 0.4968 -0.9508 0.132
H -0.3911 -1.2848 -0.8889 0.088
H -1.0214 -1.5558 0.9226 0.159
H 0.2640 0.3746 1.6472 0.149
H 0.8599 1.1696 -1.0994 0.065
H 1.7019 1.8102 0.3071 0.091
```

For the HOMO-LUMO gap, the calculation gives 9.93 eV. As for the energy above the lowest of the compared OMol25 structures with the same formula, charge and spin: 2.5343 eV. Its SMILES is OC[C@@H]1CS1. The value obtained for the calculated total energy is -16088.456 eV. The value obtained for the HOMO energy is -9.23 eV.

Record 3
# C3H6OS

An isolated molecule of C3H6OS in a non-equilibrium geometry (ωB97M-V/def2-TZVPD, the Open Molecules 2025 dataset).

Structure (XYZ):
```
11
Properties=species:S:1:pos:R:3:lowdin_charge:R:1
C -1.2892 -0.6960 -0.0391 -0.254
C 0.1335 -1.2779 0.0824 -0.527
S 1.2757 0.0101 -0.0527 0.860
C -0.0783 1.3377 0.0857 -0.428
O -1.2726 0.6840 -0.0544 -0.148
H -1.8451 -0.9866 -0.9061 0.116
H -1.8136 -1.1243 0.7486 0.093
H 0.3860 -2.0298 -0.6778 0.076
H 0.2542 -1.7334 1.0800 0.072
H -0.0033 2.0319 0.9305 0.087
H 0.1961 2.0260 -0.6710 0.052
```

For the HOMO-LUMO gap, the calculation gives 9.51 eV. As for the energy above the lowest of the compared OMol25 structures with the same formula, charge and spin: 1.3120 eV. Its SMILES is C1CSCO1. The value obtained for the calculated total energy is -16089.679 eV. The value obtained for the HOMO energy is -8.56 eV.

Record 4
# C3H6OS

An isolated molecule of C3H6OS in a non-equilibrium geometry (ωB97M-V/def2-TZVPD, the Open Molecules 2025 dataset).

Structure (XYZ):
```
11
Properties=species:S:1:pos:R:3:lowdin_charge:R:1
S -1.3615 -0.4249 -1.0462 0.664
C -0.7714 0.1681 0.6414 -0.426
C 0.6987 -0.2114 0.5539 -0.582
C 1.5613 0.5384 -0.3001 -0.014
O 1.5600 0.5545 1.3043 -0.055
H -1.9556 -1.5518 -0.4635 -0.113
H -0.9725 1.1604 0.8452 0.049
H -1.3737 -0.5321 1.3107 0.089
H 0.8561 -1.2813 0.5471 0.132
H 2.5385 0.0505 -0.6383 0.134
H 1.2800 1.5466 -0.6671 0.121
```

For the HOMO-LUMO gap, the calculation gives 10.05 eV. As for the energy above the lowest of the compared OMol25 structures with the same formula, charge and spin: 2.2707 eV. Its SMILES is SC[C@H]1CO1. The value obtained for the calculated total energy is -16088.720 eV. The value obtained for the HOMO energy is -9.30 eV.